#one
The ion C4H6N2 with charge +2. Source: the Open Molecules 2025 dataset; level of theory: ωB97M-V/def2-TZVPD.

## Properties
LUMO energy: -12.21 eV
Total charge: +2
HOMO-LUMO gap: 10.06 eV
SMILES: C1=[NH+]CC2=[N+]1C2

Last column: natural (NBO) charge in e.
Geometry (Å):
C -1.328 -0.264 -0.188  0.43
N -0.757 -0.823 0.850  -0.38
C 0.658 -0.592 0.893  -0.41
C 0.823 0.225 -0.257  0.50
N -0.404 0.457 -0.776  -0.29
C 0.665 1.288 -1.270  -0.09
H -2.289 -0.191 -0.477  0.29
H -1.274 -1.238 1.629  0.50
H 1.223 -1.642 0.876  0.44
H 0.928 -0.568 1.943  0.41
H 0.673 2.334 -0.987  0.31
H 1.082 1.013 -2.236  0.30

***

#two
A cluster of 2 separate species, C4H6N2 in total. Source: the Open Molecules 2025 dataset; level of theory: ωB97M-V/def2-TZVPD.

## Properties
LUMO energy: -12.15 eV
Total charge: +2
HOMO-LUMO gap: 10.54 eV

Last column: natural (NBO) charge in e.
Geometry (Å):
C -1.142 1.324 0.029  0.85
C -1.797 -0.790 0.080  0.41
C 0.243 1.470 0.123  -0.56
C 0.481 -0.017 -0.276  -0.25
N -2.039 0.577 -0.188  -0.32
N -0.519 -1.011 0.108  -0.42
H -2.840 -1.778 0.286  0.45
H 0.736 2.014 -0.711  0.38
H 0.680 1.721 1.160  0.37
H 0.697 0.047 -1.304  0.29
H 1.468 -0.310 0.024  0.32
H -0.225 -1.911 0.400  0.49

***

Preferred: #one; penalty for the next structure: 8.0 kcal/mol.

***

#one
An isolated molecule of C9H13OP. Source: the Open Molecules 2025 dataset; level of theory: ωB97M-V/def2-TZVPD.

## Properties
LUMO energy: 0.78 eV
HOMO-LUMO gap: 9.58 eV
SMILES: CP(C)(=O)Cc1ccccc1

Last column: natural (NBO) charge in e.
Geometry (Å):
C -3.249 0.123 -0.620  -1.04
P -1.592 0.443 0.003  1.95
C -1.196 -0.653 1.358  -1.06
O -1.327 1.803 0.407  -1.10
C -0.337 -0.133 -1.394  -0.75
C 1.048 0.240 -0.828  0.01
C 1.574 1.494 -0.970  -0.22
C 2.828 1.719 -0.421  -0.19
C 3.426 0.881 0.404  -0.23
C 2.849 -0.409 0.545  -0.18
C 1.812 -0.792 -0.179  -0.25
H -3.227 0.096 -1.800  0.25
H -3.724 -0.881 -0.314  0.25
H -3.851 0.967 -0.291  0.26
H -0.195 -0.200 1.705  0.27
H -1.870 -0.473 2.212  0.25
H -0.906 -1.714 1.226  0.25
H -0.578 0.473 -2.311  0.24
H -0.242 -1.145 -1.571  0.22
H 1.098 2.358 -1.331  0.22
H 3.094 2.782 -0.454  0.20
H 4.284 1.190 0.969  0.21
H 3.413 -1.077 1.210  0.21
H 1.411 -1.762 -0.124  0.21

***

#two
An isolated molecule of C9H13OP. Source: the Open Molecules 2025 dataset; level of theory: ωB97M-V/def2-TZVPD.

## Properties
LUMO energy: 0.92 eV
HOMO-LUMO gap: 10.14 eV
SMILES: O=C1C[C@]2(CC2)P[C@@]2(CC2)C1

Last column: natural (NBO) charge in e.
Geometry (Å):
O -1.624 -0.226 2.249  -0.53
C -1.262 -0.535 1.138  0.63
C -1.795 -0.029 -0.147  -0.51
C -0.696 0.760 -0.881  -0.39
C -0.532 2.141 -0.378  -0.41
C -1.231 1.858 -1.742  -0.40
P 0.750 -0.031 -1.435  0.63
C 1.045 -1.042 0.203  -0.24
C 2.442 -1.472 0.496  -0.42
C 1.956 -0.202 1.057  -0.44
C -0.166 -1.604 0.955  -0.51
H -2.134 -0.842 -0.677  0.23
H -2.705 0.439 0.080  0.23
H 0.372 2.682 -0.490  0.22
H -0.980 2.622 0.435  0.23
H -2.262 2.092 -1.875  0.22
H -0.832 2.078 -2.665  0.21
H 0.252 -1.116 -2.171  -0.05
H 3.113 -1.373 -0.271  0.22
H 2.519 -2.172 1.258  0.21
H 1.761 -0.289 2.123  0.22
H 2.426 0.588 0.552  0.22
H 0.164 -1.975 1.830  0.22
H -0.579 -2.353 0.355  0.21

***

Preferred: #one; penalty for the next structure: 75.9 kcal/mol.

***

#one
A structure of composition C15H21N3O3S. Source: the Open Molecules 2025 dataset; level of theory: ωB97M-V/def2-TZVPD.

## Properties
LUMO energy: 0.17 eV
HOMO-LUMO gap: 7.78 eV

Last column: natural (NBO) charge in e.
Geometry (Å):
C -2.366 -5.349 5.196  -0.26
H -3.029 -4.879 5.812  0.20
H -2.728 -6.397 4.949  0.19
H -1.435 -5.641 5.723  0.19
O -2.000 -4.842 3.772  -0.56
C -1.424 -3.444 4.048  0.81
O -1.285 -2.900 5.153  -0.55
C -0.902 -2.887 2.768  -0.29
C -1.236 -3.404 1.529  -0.15
C -1.027 -2.782 0.429  -0.19
C -0.155 -1.402 0.555  0.23
C 0.162 -0.908 1.642  -0.27
C -0.411 -1.745 2.723  0.00
H -0.053 -1.145 3.912  0.22
H 0.581 -0.077 1.673  0.24
N -0.133 -0.766 -0.742  -0.62
C 0.757 -0.004 -1.097  0.47
N 0.679 0.709 -2.271  -0.47
C 1.866 1.476 -2.660  -0.14
C 1.340 3.114 -2.408  -0.25
N 0.142 3.253 -3.172  -0.43
C -0.918 2.594 -2.498  -0.25
C -0.474 1.003 -2.759  -0.18
H -1.358 0.439 -2.389  0.20
H -0.168 0.697 -3.955  0.18
H -1.877 2.538 -2.966  0.21
H -1.182 2.442 -1.558  0.19
C -0.169 4.672 -2.901  -0.20
H -1.416 4.869 -3.369  0.16
C 0.484 5.579 -3.853  -0.12
O 1.929 5.891 -3.293  -0.72
H 1.745 6.287 -2.595  0.43
H 0.792 5.053 -4.770  0.21
H -0.077 6.454 -4.215  0.20
H -0.316 5.049 -2.016  0.19
H 2.238 3.730 -2.735  0.24
H 1.433 3.033 -1.444  0.19
H 2.576 1.505 -2.141  0.19
H 1.872 1.445 -3.816  0.19
S 2.316 0.467 -0.061  -0.49
H -0.682 -1.300 -1.442  0.41
H -1.306 -2.899 -0.453  0.17
H -1.871 -4.259 1.486  0.23

***

#two
A structure of composition C15H21N3O3S. Source: the Open Molecules 2025 dataset; level of theory: ωB97M-V/def2-TZVPD.

## Properties
LUMO energy: 0.37 eV
HOMO-LUMO gap: 7.60 eV

Last column: natural (NBO) charge in e.
Geometry (Å):
C -3.641 -4.154 0.476  -0.62
C -2.779 -3.243 -0.559  -0.33
C -1.811 -2.233 0.173  -0.37
C -1.146 -1.441 -0.783  -0.26
N -0.301 -0.695 -0.199  -0.36
C 0.877 -0.906 0.431  0.19
N 1.408 0.084 1.114  -0.36
N 0.595 1.239 0.783  -0.31
C -0.533 0.822 0.228  0.32
C -1.601 1.575 0.089  -0.26
C -1.689 3.197 0.064  0.46
O -2.980 3.552 -0.276  -0.44
C -3.674 2.210 -0.361  0.07
C -2.981 1.325 -0.054  -0.28
H -3.427 0.234 -0.207  0.24
H -4.808 2.552 -0.288  0.23
C -0.481 3.805 0.230  -0.69
H -0.453 4.505 -0.650  0.24
H 0.505 3.527 0.310  0.30
H -0.740 4.696 1.121  0.23
S 1.639 -2.368 0.050  0.30
C 3.260 -1.733 0.658  -0.51
C 3.701 -0.479 -0.265  0.83
O 3.259 -0.354 -1.269  -0.60
O 4.515 0.373 0.119  -0.49
C 4.954 1.471 -0.258  -0.08
C 3.747 2.272 -0.145  -0.54
H 4.113 3.589 -0.525  0.14
H 3.323 2.498 0.999  0.23
H 2.929 2.094 -0.677  0.20
H 5.764 1.894 0.251  0.20
H 5.099 1.244 -1.424  0.16
H 4.059 -2.616 0.239  0.22
H 3.454 -1.737 1.542  0.17
H -1.919 -0.876 -1.357  0.21
H -0.541 -1.815 -1.386  0.22
H -1.225 -2.923 0.585  0.20
H -2.525 -1.696 1.187  0.20
H -2.387 -3.790 -1.257  0.18
H -3.759 -2.496 -1.024  0.16
H -4.292 -4.872 -0.004  0.21
H -3.139 -4.712 1.183  0.20
H -4.370 -3.617 1.135  0.20

***

Preferred: #one; penalty for the next structure: 52.7 kcal/mol.

***

#one
A cluster of 2 separate species, C6H15OPS in total. Source: the Open Molecules 2025 dataset; level of theory: ωB97M-V/def2-TZVPD.

## Properties
LUMO energy (spin up / spin down): 0.70 / -2.48 eV
HOMO-LUMO gap (spin up / spin down): 7.61 / 6.24 eV
<S²>: 2.008
Multiplicity: 3

Last column: Löwdin spin population.
Geometry (Å):
C 2.300 -0.185 0.587  0.00
C 0.363 2.732 -0.361  0.02
C -0.878 -2.330 -0.093  0.03
C 1.318 -1.342 0.689  0.02
C -0.849 1.845 -0.609  0.05
C 0.061 -1.129 -0.151  0.05
O -3.155 -0.669 -1.383  0.98
P -0.909 0.336 0.455  0.43
S -1.040 0.618 2.357  0.36
H 1.863 0.720 1.006  0.00
H 3.208 -0.406 1.144  0.00
H 2.574 0.001 -0.450  0.00
H 1.273 2.286 -0.755  0.00
H 0.215 3.692 -0.851  0.00
H 0.495 2.914 0.705  0.00
H -1.188 -2.519 0.933  0.00
H -1.762 -2.121 -0.694  0.01
H -0.380 -3.217 -0.474  0.00
H 1.034 -1.486 1.736  0.00
H 1.796 -2.262 0.344  0.00
H -0.920 1.505 -1.643  0.00
H -1.768 2.386 -0.369  0.00
H 0.320 -0.915 -1.193  0.00
H -3.969 -0.451 -0.930  0.02

***

#two
A cluster of 2 separate species, C6H15OPS in total. Source: the Open Molecules 2025 dataset; level of theory: ωB97M-V/def2-TZVPD.

## Properties
LUMO energy (spin up / spin down): 0.80 / -1.88 eV
HOMO-LUMO gap (spin up / spin down): 5.48 / 7.06 eV
<S²>: 2.006
Multiplicity: 3

Last column: Löwdin spin population.
Geometry (Å):
C -1.825 -1.554 1.428  0.09
C -2.963 0.462 0.455  0.82
C -1.952 -1.107 -1.051  0.10
C 2.042 2.789 -1.033  0.00
C 2.734 -0.372 1.274  0.00
C -2.211 -0.584 0.324  0.75
O 2.345 1.556 -0.451  0.00
P 1.440 0.306 0.069  0.01
S 1.844 -1.185 -1.513  0.01
H -0.773 -1.853 1.011  0.02
H -1.717 -1.076 2.422  0.01
H -2.493 -2.360 1.521  0.03
H 0.676 -1.099 -2.166  0.00
H -3.195 0.944 1.371  0.06
H -3.416 1.044 -0.442  0.05
H -2.548 -2.042 -1.269  0.04
H -2.127 -0.334 -1.810  0.00
H -0.878 -1.347 -1.208  0.02
H 1.267 2.838 -1.848  0.00
H 3.001 3.157 -1.333  0.00
H 1.732 3.490 -0.277  0.00
H 3.055 0.337 1.907  0.00
H 2.278 -1.209 1.859  0.00
H 3.684 -0.800 0.761  0.00

***

Preferred: #one; penalty for the next structure: 73.4 kcal/mol.

***

#one
An isolated molecule of C2H6N2O2. Source: the Open Molecules 2025 dataset; level of theory: ωB97M-V/def2-TZVPD.

## Properties
LUMO energy (spin up / spin down): 0.99 / -1.10 eV
HOMO-LUMO gap (spin up / spin down): 5.61 / 8.67 eV
<S²>: 2.010
Multiplicity: 3

Last column: Löwdin spin population.
Geometry (Å):
C 1.621 0.635 0.310  0.06
C 0.519 -0.220 -0.139  0.07
N -1.781 -0.990 0.058  0.01
N -0.704 -0.317 0.678  0.02
O 2.533 -0.423 -0.064  0.89
O 1.456 -1.285 0.073  0.89
H 1.892 1.488 -0.293  0.02
H 1.507 0.793 1.385  0.02
H 0.328 -0.373 -1.265  0.02
H -1.808 -0.844 -0.987  0.00
H -1.686 -1.957 0.389  0.00
H -1.169 0.493 1.041  0.00

***

#two
A cluster of 2 separate species, C2H6N2O2 in total. Source: the Open Molecules 2025 dataset; level of theory: ωB97M-V/def2-TZVPD.

## Properties
LUMO energy (spin up / spin down): 1.16 / -1.64 eV
HOMO-LUMO gap (spin up / spin down): 9.03 / 8.07 eV
<S²>: 2.008
Multiplicity: 3

Last column: Löwdin spin population.
Geometry (Å):
C -1.833 0.985 0.021  0.04
C 2.039 -0.313 0.027  0.16
N -1.776 -0.386 -0.267  0.21
N -0.712 -0.954 -0.268  0.43
O -0.052 -1.923 -0.173  0.31
O 1.180 0.513 -0.371  0.72
H -2.420 1.157 0.960  0.00
H -2.335 1.448 -0.824  0.00
H -0.803 1.332 0.423  0.00
H 2.770 -0.741 -0.703  0.02
H 1.327 -1.147 0.318  0.09
H 2.617 0.028 0.857  0.01

***

Preferred: #two; penalty for the next structure: 61.4 kcal/mol.

***

#one
The ion C4H4NO3 with charge -1. Source: the Open Molecules 2025 dataset; level of theory: ωB97M-V/def2-TZVPD.

## Properties
LUMO energy: 3.88 eV
Total charge: -1
HOMO-LUMO gap: 7.55 eV
SMILES: O=C([O-])[C@@H]1C=CON1

Last column: natural (NBO) charge in e.
Geometry (Å):
O 1.508 0.595 1.949  -0.74
C 0.870 1.371 1.255  0.80
O 0.647 2.571 1.287  -0.76
C 0.146 0.736 -0.185  -0.19
C -1.146 -0.560 0.306  -0.29
C -0.663 -1.675 -0.232  0.06
O 0.473 -1.587 -1.062  -0.40
N 0.821 -0.165 -1.205  -0.36
H -0.346 1.576 -0.791  0.18
H -1.874 -0.311 0.960  0.19
H -1.088 -2.594 -0.168  0.18
H 0.652 0.043 -2.114  0.33

***

#two
A cluster of 2 separate species, C4H4NO3 in total. Source: the Open Molecules 2025 dataset; level of theory: ωB97M-V/def2-TZVPD.

## Properties
LUMO energy: 3.93 eV
Total charge: -1
HOMO-LUMO gap: 7.13 eV

Last column: natural (NBO) charge in e.
Geometry (Å):
C -1.524 -1.430 0.161  0.26
C -1.206 1.318 0.021  0.94
C 1.700 0.060 -0.376  -0.23
C -0.391 -0.671 0.393  -0.30
N -2.532 -1.976 -0.025  -0.46
O -1.169 1.510 -1.147  -0.65
O -1.455 1.745 1.103  -0.67
O 0.689 -0.880 -0.529  -0.54
H 1.300 1.082 -0.308  0.17
H 2.348 -0.008 -1.256  0.17
H 2.302 -0.132 0.531  0.14
H -0.061 -0.618 1.432  0.18

***

Preferred: #two; penalty for the next structure: 68.3 kcal/mol.